one:
ORCA calculation (wB97M-V/def2-TZVPD) on a single C5H7NS2 molecule.

Computed properties:
Molar mass in g mol⁻¹: 145.25
Charge: 0
Kohn-Sham gap in eV: 8.686
LUMO energy in eV: 0.60

Each line ends with the natural charge from an NBO analysis.
Atoms and positions in Å:
S -2.612 0.257 -0.001  -0.149
C -0.999 -0.083 0.105  0.122
N -0.506 -1.324 -0.217  -0.727
S 1.198 -1.485 -0.122  0.400
C 1.428 0.092 0.697  -0.373
C 2.075 1.164 -0.188  -0.394
C 0.664 1.748 -0.565  -0.383
C 0.072 0.864 0.551  -0.291
H -1.112 -2.085 -0.518  0.439
H 1.765 -0.087 1.739  0.236
H 2.621 1.915 0.328  0.212
H 2.716 0.791 -1.053  0.217
H 0.742 2.773 -0.476  0.216
H 0.241 1.475 -1.539  0.220
H -0.253 1.423 1.405  0.255

two:
ORCA calculation (wB97M-V/def2-TZVPD) on a single C5H7NS2 molecule.

Computed properties:
Molar mass in g mol⁻¹: 145.25
Charge: 0
Kohn-Sham gap in eV: 8.041
LUMO energy in eV: -0.27

Each line ends with the natural charge from an NBO analysis.
Atoms and positions in Å:
C -2.583 0.633 1.229  -0.647
C -1.746 0.449 -0.228  -0.436
C -0.586 1.410 -0.673  -0.128
C 0.702 1.174 -0.819  -0.296
C 1.287 -0.061 -0.210  0.079
S 2.786 0.022 0.491  -0.111
N 0.375 -1.082 -0.119  -0.761
S -1.244 -1.272 -0.376  0.461
H -3.809 0.246 1.160  0.246
H -2.522 1.849 1.095  0.210
H -1.983 0.284 2.283  0.241
H -2.592 0.768 -0.846  0.243
H -0.934 2.559 -0.503  0.222
H 1.550 1.960 -0.649  0.261
H 0.538 -1.725 0.668  0.416

The most stable of them is one.

one:
ORCA calculation (wB97M-V/def2-TZVPD) on C5H7NS2 as an isolated structure.

Computed properties:
Molar mass in g mol⁻¹: 145.25
Charge: 0
Kohn-Sham gap in eV: 8.658
LUMO energy in eV: 0.41

Each line ends with the natural charge from an NBO analysis.
Atoms and positions in Å:
C -2.525 1.419 -0.696  -0.617
C -1.567 0.330 -0.337  -0.244
C -1.142 0.118 1.048  -0.408
C 1.038 0.008 -0.329  0.115
C -0.134 0.824 0.077  -0.269
H -2.171 2.460 -1.459  0.232
H -2.504 1.847 0.433  0.204
H -3.593 1.101 -1.173  0.245
H -1.614 -0.637 -0.899  0.231
H -1.608 0.791 1.837  0.257
H 1.390 -1.969 -0.149  0.433
H 0.055 1.837 0.138  0.246
N 0.970 -1.099 0.338  -0.698
S -0.385 -1.438 1.396  0.452
S 2.212 0.568 -1.375  -0.178

two:
ORCA calculation (wB97M-V/def2-TZVPD) on a 2-piece molecular cluster, C5H7NS2 overall.

Computed properties:
Molar mass in g mol⁻¹: 145.25
Charge: 0
Kohn-Sham gap in eV: 7.855
LUMO energy in eV: -0.39

Each line ends with the natural charge from an NBO analysis.
Atoms and positions in Å:
C 1.123 1.255 -1.387  -0.603
C 0.158 0.642 -0.296  -0.194
C 0.423 0.417 1.138  -0.375
C -0.886 -1.458 0.211  0.134
C 0.425 -0.739 0.169  -0.304
H 0.753 0.636 -2.347  0.229
H 2.207 1.145 -1.257  0.224
H 0.791 2.273 -1.480  0.217
H -0.924 0.959 -0.311  0.244
H 1.300 0.351 1.620  0.232
H -2.870 -0.839 1.186  0.425
H 1.405 -1.235 0.171  0.260
N -1.498 -1.149 1.335  -0.707
S -0.951 0.198 2.321  0.405
S -1.457 -2.456 -1.072  -0.187

The most stable of them is one.